Entry from OMol25: a structure of composition C4H8BeF12N2O12S4 at a distorted geometry (ωB97M-V/def2-TZVPD).

```
! wB97M-V def2-TZVPD RIJCOSX def2/J DEFGRID3
* xyz 0 1
Be 13.99641 7.36750 0.84930
C 15.91026 4.70344 3.00247
F 17.20243 4.27227 2.89657
F 15.27524 4.27822 1.90216
F 15.28420 4.16734 4.03247
S 15.92524 6.59566 3.08951
O 16.23731 6.94287 4.52283
O 17.02014 7.06250 2.23667
N 14.38474 7.05644 2.48587
S 13.52948 7.05197 3.81486
O 13.01581 5.74677 4.27543
O 13.97150 8.02047 4.83493
C 11.90838 7.95065 3.09400
F 12.05589 9.30156 3.10391
F 11.66167 7.61600 1.85690
F 10.78315 7.62994 3.78404
C 13.35834 3.81944 -0.18630
F 12.64982 2.69232 0.05453
F 14.64367 3.74662 0.32128
F 13.41858 3.98307 -1.54634
S 12.46292 5.24392 0.72003
O 11.08690 4.79040 0.98231
O 13.28976 5.37238 1.89371
N 12.82382 6.66073 -0.27107
S 11.54699 6.74993 -1.13176
O 11.29700 5.53798 -1.92015
O 10.40920 7.29319 -0.35538
C 12.06861 8.14007 -2.39920
F 12.30484 9.24116 -1.69945
F 13.22854 7.79056 -3.00736
F 11.13572 8.38402 -3.30278
O 14.54231 8.48153 -0.65956
H 14.77104 8.53958 -1.58723
H 14.51548 9.39080 -0.36165
O 12.96761 8.97250 0.91037
H 12.26366 9.34040 0.37620
H 13.35851 9.72951 1.34666
O 15.40834 6.21938 0.43077
H 16.33958 6.42121 0.33977
H 15.38352 5.28161 0.62107
O 15.23570 8.89298 1.28873
H 16.01028 8.76287 0.74163
H 15.58586 9.08982 2.15756
*
```

HOMO-LUMO gap: 9.63 eV
ΔE to the lowest compared entry with this formula, charge and spin: 110.8 kcal per mole